Entry 1:
# C45H115N5O15

C45H115N5O15 as an isolated structure in a non-equilibrium geometry (the ωB97M-V functional and the def2-TZVPD basis, the OMol25 dataset).

Last column: Löwdin charge in e.
Geometry (Å):
1 O -0.3988 1.7391 3.3373  0.02
2 H 0.3102 2.1350 3.8441  0.10
3 H -0.9864 2.4677 3.1371  0.10
4 O 1.4019 -4.0436 3.1959  -0.07
5 H 2.2451 -4.0173 2.7436  0.04
6 H 0.7722 -4.2832 2.5159  -0.18
7 O 1.9044 1.3404 3.8586  -0.04
8 H 1.0981 0.8406 3.9864  -0.07
9 H 2.3347 0.9161 3.1163  -0.05
10 O -1.0886 -3.6272 4.2512  -0.03
11 H -1.8322 -3.0331 4.3520  0.06
12 H -1.2127 -4.0228 3.3884  -0.08
13 O -1.9698 0.3137 3.6965  -0.04
14 H -1.3040 0.9991 3.6391  -0.15
15 H -1.6075 -0.4155 3.1933  0.00
16 O 2.8538 0.0716 2.1751  -0.10
17 H 3.3191 -0.6980 1.8474  0.10
18 H 2.0653 0.1233 1.6350  -0.03
19 O -2.0570 -4.5839 2.5367  0.06
20 H -2.7196 -3.9760 2.2085  0.13
21 H -2.5224 -5.4142 2.6383  0.17
22 O -0.0808 -4.6575 1.7997  -0.03
23 H -0.0304 -5.1683 0.9917  -0.02
24 H -1.0145 -4.6305 2.0087  -0.16
25 O 0.3729 0.1432 4.9546  -0.11
26 H -0.5676 -0.0176 5.0300  0.08
27 H 0.5463 0.8491 5.5775  0.12
28 O 1.1302 -2.4652 5.1097  -0.10
29 H 0.6479 -1.6403 5.1657  0.01
30 H 2.0258 -2.2371 5.3591  0.08
31 C 0.2868 -1.5759 3.4840  -0.12
32 C -0.0243 -1.4836 1.9221  -0.22
33 C -1.3569 -2.3026 1.7528  -0.07
34 C -2.1131 -2.0398 0.3609  -0.12
35 C -2.2627 -0.5498 0.0533  -0.17
36 C -1.0160 0.2868 0.3280  -0.31
37 N -0.2950 -0.0669 1.5558  -0.07
38 O 0.6227 0.8758 1.9203  -0.15
39 C -0.0841 -0.0117 -0.9080  -0.08
40 C -1.4421 1.7938 0.4183  -0.01
41 C 1.2164 -2.0611 1.0597  0.01
42 H 1.1670 -0.9760 3.7152  0.10
43 H 0.5120 -2.5961 3.7947  0.02
44 H -0.4959 -1.2470 4.1676  0.07
45 H -1.1861 -3.3791 1.7628  0.04
46 H -2.1474 -2.1600 2.4896  0.12
47 H -3.1422 -2.3792 0.2428  0.12
48 H -1.6044 -2.5229 -0.4733  0.04
49 H -3.1027 -0.2480 0.6790  0.12
50 H -2.6230 -0.4832 -0.9732  0.05
51 H -0.5369 0.4893 -1.7635  0.08
52 H 0.9077 0.4336 -0.8291  0.02
53 H 0.0890 -1.0477 -1.1995  0.11
54 H -1.7507 1.8994 1.4583  0.08
55 H -0.6232 2.4475 0.1180  0.02
56 H -2.4139 2.0197 -0.0208  0.05
57 H 1.8474 -1.3517 0.5242  0.05
58 H 0.9081 -2.9474 0.5052  0.03
59 H 1.9671 -2.4537 1.7455  0.10
60 H 0.3229 1.1477 2.7908  -0.18
61 C 2.5725 0.6182 0.2331  -0.07
62 C 2.8509 0.7681 -1.3138  -0.32
63 C 3.6690 2.0990 -1.5458  -0.13
64 C 5.1432 1.9906 -1.2178  -0.17
65 C 5.7228 0.7510 -1.9657  -0.11
66 C 5.0117 -0.6373 -1.7355  -0.48
67 N 3.5715 -0.3890 -1.9134  -0.06
68 O 2.9144 -1.5936 -2.0252  -0.10
69 C 5.5801 -1.5801 -2.8174  -0.03
70 C 5.4045 -1.2216 -0.3677  -0.01
71 C 1.4893 0.9686 -2.0526  -0.13
72 H 2.2469 -0.3697 0.5587  0.03
73 H 1.8454 1.2586 0.7324  0.11
74 H 3.5009 0.9185 0.7188  0.11
75 H 3.5233 2.4146 -2.5788  0.12
76 H 3.3338 2.9406 -0.9395  0.12
77 H 5.2692 1.9327 -0.1366  0.10
78 H 5.6719 2.8767 -1.5690  0.11
79 H 6.6860 0.5066 -1.5177  0.11
80 H 5.9583 0.9163 -3.0171  0.11
81 H 5.0761 -2.5352 -2.6703  0.07
82 H 5.6560 -1.2875 -3.8647  0.09
83 H 6.6207 -1.7944 -2.5738  0.08
84 H 6.4241 -1.6015 -0.3025  0.09
85 H 5.3994 -0.3875 0.3340  0.08
86 H 4.6795 -1.9716 -0.0517  0.08
87 H 1.6197 1.0725 -3.1297  0.10
88 H 1.0456 1.9022 -1.7066  0.12
89 H 0.7450 0.1740 -2.0013  -0.01
90 H 2.5825 -1.5957 -2.9260  0.13
91 C 1.9340 6.2122 3.1818  -0.06
92 C 0.4953 6.5570 3.0033  -0.43
93 C 0.4770 7.4874 1.6805  -0.11
94 C 0.3960 6.6835 0.3501  -0.18
95 C -0.7300 5.6666 0.3816  -0.14
96 C -0.7203 4.6549 1.5302  -0.40
97 N -0.4661 5.3594 2.8464  -0.06
98 O -0.5647 4.5190 3.9933  -0.01
99 C -2.1673 4.1181 1.6296  -0.04
100 C 0.2595 3.4599 1.2781  -0.03
101 C -0.0551 7.4929 4.1894  -0.03
102 H 2.2661 5.4974 2.4288  0.08
103 H 2.0802 5.6922 4.1286  0.08
104 H 2.5216 7.1298 3.1550  0.09
105 H -0.3956 8.1129 1.8687  0.11
106 H 1.4376 7.9797 1.5291  0.11
107 H 1.2415 6.0194 0.1703  0.10
108 H 0.3292 7.3821 -0.4839  0.11
109 H -0.4379 5.0370 -0.4589  0.12
110 H -1.6885 6.1377 0.1638  0.12
111 H -2.7125 3.6491 0.8104  0.08
112 H -2.2596 3.4083 2.4517  0.07
113 H -2.8129 4.9594 1.8817  0.10
114 H 0.3192 2.6717 2.0286  0.06
115 H 0.1689 2.8010 0.4145  0.03
116 H 1.3011 3.7810 1.2682  0.10
117 H -1.1331 7.5354 4.3447  0.08
118 H 0.4108 8.4752 4.2672  0.08
119 H 0.2036 6.9465 5.0964  0.06
120 H 0.2274 3.9848 4.0874  0.08
121 C -2.7315 2.7566 -3.8982  -0.01
122 C -3.1941 1.2874 -3.6465  -0.46
123 C -2.9364 0.7870 -2.1885  -0.15
124 C -4.0521 1.1128 -1.2198  -0.17
125 C -5.4636 0.9862 -1.7584  -0.13
126 C -5.7218 1.6017 -3.1106  -0.46
127 N -4.5931 1.0945 -3.9788  -0.14
128 O -4.8025 1.2251 -5.3157  -0.01
129 C -7.1160 1.0881 -3.6754  -0.03
130 C -5.8803 3.1426 -2.9969  -0.03
131 C -2.3434 0.3094 -4.5078  -0.04
132 H -3.1199 3.3759 -3.0897  0.06
133 H -3.0419 3.1614 -4.8614  0.08
134 H -1.6495 2.8283 -4.0097  0.08
135 H -2.7848 -0.2850 -2.3146  0.11
136 H -1.9688 1.1613 -1.8543  0.09
137 H -3.9164 2.0849 -0.7458  0.10
138 H -3.8301 0.4609 -0.3750  0.07
139 H -6.1628 1.4784 -1.0823  0.12
140 H -5.8233 -0.0421 -1.7949  0.12
141 H -7.9652 1.3390 -3.0398  0.08
142 H -7.3609 1.4964 -4.6559  0.07
143 H -7.0000 0.0239 -3.8804  0.08
144 H -5.9723 3.6043 -3.9800  0.09
145 H -6.6907 3.4327 -2.3281  0.08
146 H -5.0104 3.5645 -2.4936  0.06
147 H -1.2949 0.2405 -4.2179  0.08
148 H -2.3305 0.5893 -5.5612  0.08
149 H -2.7423 -0.7050 -4.5171  0.09
150 H -4.4778 0.3667 -5.5974  0.10
151 C -1.2776 -4.4212 -1.2090  0.00
152 C -0.4081 -5.6273 -1.6923  -0.43
153 C -0.1732 -5.5750 -3.2998  -0.12
154 C 0.7711 -4.5091 -3.7783  -0.20
155 C 2.1392 -4.6666 -3.1621  -0.14
156 C 2.0812 -4.6302 -1.6708  -0.42
157 N 0.9900 -5.5740 -1.1895  -0.07
158 O 0.9529 -5.5947 0.2073  -0.02
159 C 3.3535 -5.1872 -1.0763  -0.02
160 C 1.8565 -3.1957 -1.1053  -0.05
161 C -0.9543 -6.9841 -1.4258  -0.03
162 H -1.4093 -4.3298 -0.1309  0.07
163 H -2.2590 -4.5169 -1.6735  0.10
164 H -0.9864 -3.4371 -1.5764  0.06
165 H 0.3354 -6.4668 -3.6658  0.12
166 H -1.1586 -5.3806 -3.7234  0.12
167 H 0.3912 -3.5112 -3.5594  0.10
168 H 0.7325 -4.5432 -4.8671  0.12
169 H 2.6976 -3.8276 -3.5773  0.11
170 H 2.6671 -5.5518 -3.5169  0.12
171 H 3.7057 -6.1547 -1.4340  0.09
172 H 4.2153 -4.5382 -1.2316  0.08
173 H 3.3375 -5.3997 -0.0074  0.08
174 H 1.1192 -2.5397 -1.5680  0.08
175 H 1.5082 -3.2019 -0.0725  -0.02
176 H 2.8136 -2.6820 -1.1962  0.04
177 H -1.9969 -7.0291 -1.1110  0.09
178 H -0.3453 -7.5825 -0.7481  0.09
179 H -1.0182 -7.4975 -2.3852  0.08
180 H 1.2945 -6.4855 0.3135  0.14

ΔE to the lowest compared entry with this formula, charge and spin = 3999.58 kJ/mol
LUMO level = -0.06 eV
Net charge = 0
Kohn-Sham gap = 6.7 eV
Electronic energy = -3184.1984 hartree



Entry 2:
# C45H116O23

A 15-piece molecular cluster, C45H116O23 overall in a non-equilibrium geometry (the ωB97M-V functional and the def2-TZVPD basis, the OMol25 dataset).

Last column: Löwdin charge in e.
Geometry (Å):
1 C -10.3577 4.1149 -2.9069  -0.19
2 C -11.4757 4.5917 -2.0184  -0.18
3 C -10.7408 5.4700 -1.0624  -0.22
4 O -9.4693 5.7169 -1.6396  -0.12
5 C -9.4488 5.2678 -2.9725  -0.23
6 H -10.7557 3.8177 -3.8772  0.12
7 H -9.9270 3.2500 -2.4023  0.12
8 H -12.1028 3.8823 -1.4782  0.12
9 H -12.1641 5.1946 -2.6105  0.11
10 H -10.5894 4.9796 -0.1008  0.12
11 H -11.2718 6.3890 -0.8141  0.12
12 H -8.4193 5.0201 -3.2313  0.13
13 H -9.7658 5.9928 -3.7222  0.12
14 C -1.4446 1.8499 -8.0062  -0.15
15 C -1.9166 2.5187 -9.3232  -0.17
16 C -0.9446 3.6509 -9.4904  -0.20
17 O 0.3079 3.0228 -9.1123  -0.15
18 C 0.0747 2.1602 -8.0151  -0.21
19 H -1.6854 0.7872 -7.9787  0.10
20 H -1.9504 2.2637 -7.1339  0.10
21 H -2.9789 2.7591 -9.3657  0.11
22 H -1.7592 1.8771 -10.1902  0.11
23 H -1.1998 4.5223 -8.8875  0.11
24 H -0.7063 4.0857 -10.4611  0.12
25 H 0.2815 2.5691 -7.0262  0.11
26 H 0.6511 1.2638 -8.2440  0.12
27 C -5.1469 4.7261 2.7766  -0.17
28 O -4.5581 4.9737 4.0388  -0.12
29 H -5.7489 3.8201 2.7072  0.07
30 H -5.8640 5.5200 2.5677  0.08
31 H -4.3658 4.7304 2.0163  0.07
32 H -3.8647 4.3343 4.2181  0.07
33 C -4.7066 -7.4395 -2.0437  -0.19
34 O -3.7974 -7.7967 -3.0466  -0.11
35 H -4.2062 -7.3748 -1.0775  0.07
36 H -5.0630 -6.4468 -2.3187  0.08
37 H -5.5683 -8.0949 -1.9169  0.08
38 H -3.7225 -8.7420 -2.8969  0.07
39 C 0.9951 -8.3235 -0.0412  -0.15
40 O 1.8307 -9.5022 -0.0486  -0.13
41 H 1.5236 -7.4525 0.3463  0.07
42 H 0.7698 -8.0294 -1.0663  0.07
43 H 0.0987 -8.4826 0.5581  0.08
44 H 2.3856 -9.5863 -0.8275  0.07
45 C -7.6932 -1.0488 -7.8199  -0.19
46 O -8.4601 -1.2135 -6.6559  -0.11
47 H -7.2657 -2.0189 -8.0734  0.08
48 H -8.2768 -0.6785 -8.6628  0.07
49 H -6.8930 -0.3131 -7.7392  0.08
50 H -9.2600 -1.6462 -6.9635  0.07
51 C 0.6608 -5.6809 -6.9021  -0.16
52 O -0.7560 -5.5261 -6.7012  -0.12
53 H 1.3150 -5.8524 -6.0473  0.07
54 H 0.8002 -6.4506 -7.6612  0.07
55 H 1.0707 -4.7949 -7.3871  0.07
56 H -1.1413 -6.1819 -6.1156  0.07
57 C 2.5040 5.5679 4.1779  -0.09
58 O 1.6267 4.4734 4.4615  -0.19
59 C 1.1274 3.7732 3.3674  -0.23
60 C 0.6407 2.3964 3.7843  -0.23
61 O -0.3589 2.3912 4.7562  -0.17
62 C -0.9038 1.1116 5.0241  -0.10
63 H 3.3480 5.3580 3.5208  0.08
64 H 2.8262 5.8716 5.1739  0.09
65 H 1.8977 6.3733 3.7635  0.08
66 H 2.0184 3.5816 2.7695  0.12
67 H 0.4151 4.3225 2.7518  0.13
68 H 1.5249 1.8649 4.1362  0.13
69 H 0.3134 1.9548 2.8431  0.13
70 H -0.1216 0.3720 5.1953  0.08
71 H -1.4928 0.7998 4.1616  0.08
72 H -1.5814 1.1871 5.8746  0.09
73 C 4.0775 -3.5322 8.7637  -0.11
74 O 4.2868 -4.8483 8.1980  -0.18
75 C 3.2214 -5.1922 7.2529  -0.18
76 C 3.7278 -6.1218 6.1544  -0.22
77 O 4.0849 -7.3823 6.6838  -0.17
78 C 3.9760 -8.3902 5.7244  -0.12
79 H 4.0922 -2.8010 7.9554  0.08
80 H 4.9351 -3.2734 9.3847  0.08
81 H 3.1717 -3.4297 9.3612  0.08
82 H 2.7336 -4.3602 6.7449  0.11
83 H 2.3822 -5.6289 7.7943  0.12
84 H 4.5402 -5.7007 5.5621  0.13
85 H 2.9105 -6.1523 5.4338  0.12
86 H 4.1004 -9.3451 6.2351  0.09
87 H 4.7318 -8.2416 4.9533  0.09
88 H 2.9608 -8.4618 5.3340  0.09
89 C -2.8667 -0.2607 -1.6701  -0.14
90 O -1.5106 -0.3057 -1.3971  -0.20
91 C -0.8653 -1.5407 -1.8062  -0.16
92 C 0.6130 -1.5720 -1.4282  -0.20
93 O 0.8844 -1.7478 -0.0353  -0.19
94 C 2.2704 -1.9789 0.2614  -0.11
95 H -3.4045 -0.8357 -0.9162  0.09
96 H -3.0793 -0.6467 -2.6671  0.08
97 H -3.1361 0.7952 -1.6912  0.09
98 H -1.0021 -1.6934 -2.8767  0.12
99 H -1.4662 -2.2924 -1.2943  0.12
100 H 1.1851 -0.6941 -1.7281  0.12
101 H 1.2328 -2.2559 -2.0080  0.11
102 H 2.9104 -1.1694 -0.0898  0.09
103 H 2.6381 -2.9276 -0.1294  0.08
104 H 2.3905 -2.1595 1.3296  0.08
105 C 4.1595 8.2912 -2.2874  -0.10
106 O 5.2348 7.4323 -2.6591  -0.21
107 C 4.8690 6.0542 -2.8905  -0.19
108 C 6.0607 5.1128 -3.0311  -0.20
109 O 5.4946 3.8001 -3.1826  -0.20
110 C 6.4660 2.7573 -2.9475  -0.09
111 H 3.5508 8.3561 -3.1893  0.08
112 H 4.5467 9.2687 -1.9999  0.09
113 H 3.5427 7.8523 -1.5032  0.08
114 H 4.2741 6.0635 -3.8038  0.12
115 H 4.2324 5.6659 -2.0955  0.12
116 H 6.6259 5.1973 -2.1029  0.12
117 H 6.7555 5.3901 -3.8239  0.13
118 H 6.0118 1.7964 -3.1895  0.08
119 H 6.7435 2.8644 -1.8988  0.09
120 H 7.3005 2.7849 -3.6482  0.08
121 C -11.0016 -4.3519 -0.8345  -0.09
122 O -10.7662 -5.7812 -0.7852  -0.18
123 C -11.5196 -6.4669 -1.8219  -0.20
124 C -11.5332 -7.9733 -1.6234  -0.19
125 O -12.4705 -8.3723 -0.6093  -0.18
126 C -12.7096 -9.7345 -0.5322  -0.14
127 H -12.0426 -4.1209 -1.0605  0.08
128 H -10.3832 -3.9136 -1.6178  0.08
129 H -10.7467 -3.9526 0.1471  0.09
130 H -11.0544 -6.3119 -2.7954  0.12
131 H -12.5186 -6.0585 -1.9748  0.12
132 H -10.5370 -8.3865 -1.4656  0.13
133 H -11.8786 -8.3840 -2.5721  0.12
134 H -13.4928 -9.9266 0.2012  0.09
135 H -11.8065 -10.2593 -0.2205  0.08
136 H -12.9835 -10.1624 -1.4966  0.08
137 C 10.8482 -5.2253 6.8832  -0.06
138 O 10.9791 -5.9812 5.6412  -0.19
139 C 9.9500 -6.8895 5.3957  -0.24
140 C 9.9501 -7.3520 3.9521  -0.19
141 O 9.5067 -6.2362 3.1626  -0.18
142 C 9.2598 -6.5998 1.8265  -0.13
143 H 10.5245 -5.9258 7.6531  0.08
144 H 10.1759 -4.3784 6.7458  0.08
145 H 11.8363 -4.8598 7.1626  0.08
146 H 9.0583 -6.2801 5.5424  0.12
147 H 9.9007 -7.7179 6.1024  0.12
148 H 9.2954 -8.2232 3.9315  0.12
149 H 10.9421 -7.6172 3.5863  0.13
150 H 10.1615 -6.9507 1.3247  0.08
151 H 9.0090 -5.6821 1.2944  0.09
152 H 8.4556 -7.3300 1.7364  0.09
153 C -1.6678 8.2888 -3.3856  -0.06
154 O -1.5181 9.7241 -2.9841  -0.22
155 C -2.5594 10.6107 -3.4481  -0.21
156 C -2.1678 12.0447 -3.1345  -0.20
157 O -2.2185 12.2485 -1.6983  -0.18
158 C -1.3725 13.3094 -1.2513  -0.11
159 H -0.9120 7.6608 -2.9140  0.08
160 H -1.5909 8.2215 -4.4708  0.07
161 H -2.6604 7.9385 -3.1024  0.07
162 H -3.4643 10.2494 -2.9595  0.12
163 H -2.6111 10.5356 -4.5343  0.12
164 H -2.8925 12.6822 -3.6407  0.12
165 H -1.2409 12.2316 -3.6768  0.12
166 H -1.4687 13.5423 -0.1908  0.08
167 H -1.4817 14.2290 -1.8263  0.08
168 H -0.3575 12.9147 -1.2970  0.08
169 C 9.6613 3.6152 7.9446  -0.11
170 O 9.2611 3.1700 6.6561  -0.19
171 C 8.4136 2.0192 6.7563  -0.20
172 C 8.0864 1.4571 5.3220  -0.16
173 O 9.2361 1.0911 4.5097  -0.19
174 C 10.0103 0.0770 5.1160  -0.12
175 H 10.3036 4.4725 7.7433  0.09
176 H 10.2517 2.9054 8.5240  0.08
177 H 8.7859 3.9408 8.5065  0.08
178 H 7.4636 2.3242 7.1951  0.12
179 H 8.8825 1.2798 7.4055  0.11
180 H 7.5065 2.2031 4.7787  0.12
181 H 7.4373 0.5867 5.4183  0.11
182 H 10.4357 0.3571 6.0797  0.08
183 H 10.8854 -0.0590 4.4806  0.09
184 H 9.4419 -0.8522 5.1558  0.09

LUMO level = 0.08 eV
Net charge = 0
Kohn-Sham gap = 9.6 eV
Electronic energy = -3514.0156 hartree



Among the records above, which one has the highest LUMO level?
C45H116O23